A.
23
Properties=species:S:1:pos:R:3 method="wB97M-V/def2-TZVPD" lumo_ev=-0.1202 gap_ev=8.29 e_homo_ev=-8.41 charge=0
C -1.51124 -0.19309 -0.75127
C -1.86130 -1.43324 -0.02133
C -2.21991 1.07608 -0.48415
O 0.05339 0.21166 0.74107
O 0.27725 -0.48225 2.00255
H 0.21591 0.25494 2.62741
H -1.16435 -0.33033 -1.76176
H -1.63438 1.91578 -0.85182
H -2.03451 -1.26793 1.03993
H -2.78634 -1.81353 -0.48156
H -1.10150 -2.20321 -0.14501
H -2.44838 1.20846 0.57231
H -3.16459 1.05008 -1.04808
C 1.90844 -1.07041 -0.34872
C 2.18596 1.37804 0.31758
C 1.27127 0.31562 -0.29288
O 0.58309 0.69081 -1.32972
H 2.53736 1.07705 1.30717
H 2.23277 -1.41456 0.63364
H 1.19537 -1.78175 -0.76478
H 2.77194 -1.02549 -1.01524
H 1.64148 2.31896 0.38570
H 3.05230 1.51832 -0.33107

B.
23
Properties=species:S:1:pos:R:3 method="wB97M-V/def2-TZVPD" smiles="C=C(C)/C=C/CO.O.O" lumo_ev=0.1125 gap_ev=9.53 e_homo_ev=-9.42 charge=0
C 1.46659 1.04860 -0.44360
C 1.37996 1.06248 1.00952
C 2.36305 1.58722 1.73802
C -1.73279 -1.29648 1.60845
O -2.36618 -1.40821 0.28147
C -0.27682 -0.89069 1.57769
C 0.06338 0.44100 1.43231
H 1.90285 1.83010 -0.92203
H 0.35458 1.15517 -0.82074
H 1.75799 0.14010 -1.07703
H 3.18254 2.27607 1.35351
H 2.38525 1.70707 2.87262
H -2.35021 -0.62272 2.25334
H -1.84201 -2.33684 1.88716
H -2.05565 -0.75316 -0.31264
H 0.43832 -1.74793 1.63267
H -0.64948 1.25767 1.44078
H -1.07736 1.66370 -2.77977
H -1.75708 0.42076 -3.26328
O -1.31953 0.74179 -2.39136
H 0.91293 -1.26449 -3.57147
H 0.61050 -0.45237 -2.25883
O 1.01155 -1.20682 -2.63620

Relative to the most stable structure, the computed energies are A 2.318; B 0.000, all in eV.

A.
12
Properties=species:S:1:pos:R:3 method="wB97M-V/def2-TZVPD" lumo_ev=-1.4487 gap_ev=8.56 e_homo_ev=-10.01 charge=0
C 2.83022 -0.09501 -0.03997
C -0.45247 -0.32145 0.03390
C -1.05530 1.03783 -0.04107
C -2.55471 -0.50906 0.03318
H 3.64790 0.68073 -0.14275
H 3.17079 -1.12741 -0.38765
H -0.52122 1.93372 -0.05765
H -3.59228 -0.88889 0.17491
N 1.64683 0.36200 0.29428
N 0.72879 -0.69644 0.05432
N -2.35112 0.86268 0.02460
N -1.49743 -1.23872 0.05391

B.
12
Properties=species:S:1:pos:R:3 method="wB97M-V/def2-TZVPD" smiles="C1=Cn2nnnc2C1" lumo_ev=0.4558 gap_ev=10.14 e_homo_ev=-9.68 charge=0
C 0.72108 -0.35122 -0.93637
C -0.93405 -0.29748 -1.25290
C -1.43226 0.01535 -0.07770
C 0.86158 0.21762 0.34356
H 1.13354 -1.27538 -1.16786
H 1.29507 0.24850 -1.76158
H -1.43429 -0.42090 -2.23478
H -2.31522 0.15804 0.35187
N -0.41048 0.26535 0.94174
N -0.29846 0.59091 2.27762
N 1.07439 0.46576 2.35436
N 1.73909 0.38345 1.16205

Relative to the most stable structure, the computed energies are A 0.000; B 1.079, all in eV.

A.
13
Properties=species:S:1:pos:R:3 method="wB97M-V/def2-TZVPD" smiles=C#C[C@@H]1CCSS1 lumo_ev=0.6445 gap_ev=8.61 e_homo_ev=-7.97 charge=0
C -0.66788 -1.07235 -2.74962
C -0.76229 -0.62342 -1.63369
C -0.13537 0.41996 0.60746
C 0.86368 -0.63849 1.00183
C -1.28426 -0.12420 -0.27101
S -0.13040 -1.98587 1.70955
S -1.95260 -1.59950 0.69553
H -0.28546 -1.62239 -3.63451
H -0.50391 0.87942 1.63874
H 0.30300 1.34064 0.05117
H 1.62183 -0.92794 0.30222
H 1.54453 -0.41545 1.89564
H -2.08719 0.67971 -0.43090

B.
13
Properties=species:S:1:pos:R:3 method="wB97M-V/def2-TZVPD" smiles="S=C1C[C@@H]2S[C@@H]2C1" lumo_ev=-0.0982 gap_ev=8.62 e_homo_ev=-8.72 charge=0
C -0.00518 1.29095 -0.17327
C 0.34425 0.57473 1.10167
C 0.07369 -0.95895 0.80960
C 0.05197 -1.19344 -0.65831
C -0.30745 0.17943 -1.21325
H 1.33483 0.76999 1.45303
H -0.53429 1.01286 1.73987
H -0.63588 -1.54125 1.70582
H -0.45625 -2.17549 -0.99614
H 0.04296 0.45690 -2.25916
H -1.40223 0.06485 -1.21806
S -0.33606 2.80028 -0.37894
S 1.82964 -1.28085 0.08715

Relative to the most stable structure, the computed energies are A 0.000; B 0.189, all in eV.

A.
16
Properties=species:S:1:pos:R:3 method="wB97M-V/def2-TZVPD" lumo_ev=0.6718 gap_ev=8.95 e_homo_ev=-8.27 charge=0
C -1.20561 1.33315 -0.09347
C -1.90694 -1.07957 -0.20620
C 1.25757 0.17580 -0.11606
C 2.62572 -0.29757 0.34323
H -0.54456 2.05923 -0.56518
H -2.12733 1.52359 -0.47515
H -1.14579 1.44283 1.08113
H -1.73382 -1.94563 -1.28394
H -3.12059 -0.68018 -0.18641
H -1.54388 -1.80237 0.85315
H 0.96390 1.33562 -0.06955
H 3.09664 0.02655 1.28568
H 2.43784 -1.50133 0.57404
N -0.88461 0.00805 -0.32964
N 0.18747 -0.59922 -0.18320
F 3.64400 0.00106 -0.62843

B.
16
Properties=species:S:1:pos:R:3 method="wB97M-V/def2-TZVPD" lumo_ev=1.0508 gap_ev=10.58 e_homo_ev=-9.53 charge=0
C 1.11451 0.11365 0.39267
C 0.16229 -1.05473 0.05372
C -1.05600 -0.17204 0.36124
C -0.10913 0.89043 -0.17641
H 2.60169 1.08109 -0.62021
H 3.11705 -0.45771 0.04146
H 1.39457 0.35804 1.49234
H 0.12115 -2.03001 0.69278
H 0.10112 -1.41610 -1.00004
H -1.45699 0.00948 1.41867
H -2.67487 0.65235 -0.38692
H -2.88264 -0.87532 -0.08967
H -0.25705 0.89588 -1.27831
N 2.32676 -0.01457 -0.49046
N -2.22597 -0.20661 -0.48618
F -0.27651 2.22617 0.07530

Relative to the most stable structure, the computed energies are A 3.497; B 0.000, all in eV.

A.
16
Properties=species:S:1:pos:R:3 method="wB97M-V/def2-TZVPD" smiles="[H]/N=C(/N)C[C@@H](C)F" lumo_ev=0.8994 gap_ev=10.17 e_homo_ev=-9.27 charge=0
C -1.38565 -0.66875 1.02347
C -1.14476 -0.19689 -0.43082
C 0.20338 -0.29937 -0.98363
C 1.31091 0.22707 -0.10622
H -1.00537 -1.66796 1.23919
H -2.41459 -0.61587 1.31423
H -0.88951 0.07098 1.65705
H -1.80835 -0.65707 -1.19338
H 0.19864 0.29364 -1.88641
H 0.40762 -1.36772 -1.31848
H 1.87403 1.93292 0.84497
H 0.35025 1.99931 -0.01161
H 2.39352 -1.29013 -0.40507
N 1.04007 1.46727 0.48068
N 2.37175 -0.42910 0.16574
F -1.50195 1.20167 -0.38970

B.
16
Properties=species:S:1:pos:R:3 method="wB97M-V/def2-TZVPD" lumo_ev=1.0024 gap_ev=10.19 e_homo_ev=-9.19 charge=0
C 0.64198 -0.62950 -0.89104
C 0.91608 0.57122 -0.22167
C -0.27118 0.41255 0.62690
C -0.82400 -0.45812 -0.53771
H 0.13925 -1.92568 0.73111
H 0.57120 -2.36513 -0.79229
H 1.01355 -0.55316 -1.91922
H 1.87453 0.79099 0.27602
H 0.84452 1.50583 -0.90996
H -0.12296 -0.15552 1.67572
H -1.76552 1.73799 1.70156
H -0.35144 2.62293 1.13573
H -1.27109 0.13206 -1.28517
N 1.15600 -1.81782 -0.04632
N -0.94355 1.71589 0.90130
F -1.60737 -1.58453 -0.44497

C.
16
Properties=species:S:1:pos:R:3 method="wB97M-V/def2-TZVPD" lumo_ev=0.8992 gap_ev=9.18 e_homo_ev=-8.28 charge=0
C -1.62790 0.18200 -0.64603
C -1.21143 -0.95323 0.15667
C 0.34050 -1.22325 -0.44641
C 1.70256 1.44799 1.49806
H -2.79536 0.52887 -0.67566
H -1.20749 1.12294 -0.31282
H -1.92037 -1.64609 -0.13641
H -1.01182 -0.77049 1.23565
H 0.27173 -1.15283 -1.67967
H 1.11703 -2.15704 -0.16863
H 1.10959 0.74142 -0.78555
H 2.59509 1.25037 2.47789
H 1.13838 2.32153 0.65619
N 1.02728 -0.00006 -0.23094
N 1.55141 0.18254 1.04817
F -1.07921 0.12534 -1.99053

Relative to the most stable structure, the computed energies are A 0.000; B 4.323; C 6.336, all in eV.

A.
17
Properties=species:S:1:pos:R:3 method="wB97M-V/def2-TZVPD" smiles=C1O[C@H]2[C@@H]1[C@H]1C[C@@H]2N1 lumo_ev=1.0521 gap_ev=9.25 e_homo_ev=-8.20 charge=0
C -0.07192 0.46668 -1.64649
C 0.47955 1.28343 0.19498
C 0.71298 0.03311 1.20791
C 0.67627 -1.10383 0.18695
C -0.95944 -0.74318 0.27319
C -0.84783 0.43360 -0.41400
H -0.15224 1.20790 -2.65304
H 0.28133 -0.33670 -2.05771
H 0.24639 2.21148 0.53647
H 1.26366 0.06463 2.16111
H 0.90072 -1.96388 0.53505
H 1.18977 -0.86435 -0.85207
H -1.85464 -1.46228 0.12965
H -0.58731 -1.11048 2.26894
H -1.81182 1.06920 -0.41961
N -0.60630 -0.45022 1.64616
O 1.14084 1.26488 -1.09750

B.
17
Properties=species:S:1:pos:R:3 method="wB97M-V/def2-TZVPD" smiles=Nc1ccccc1.O lumo_ev=0.9091 gap_ev=9.06 e_homo_ev=-8.15 charge=0
N -1.11054 1.96043 -0.83307
C -0.28742 0.90620 -0.54851
C 0.33100 0.72910 0.67794
C 1.04686 -0.39374 1.06003
C 1.30020 -1.36276 0.09749
C 0.94966 -1.07598 -1.22205
C 0.10706 -0.02754 -1.53275
H -1.62611 2.00964 -1.68872
H -1.29010 2.64674 -0.12586
H 0.21809 1.46653 1.46961
H 1.46402 -0.53266 2.04917
H 1.79439 -2.31022 0.25646
H 1.30437 -1.67398 -2.05176
H -0.26665 0.16544 -2.53355
H -1.56222 -0.65949 0.91408
H -0.78115 -0.79056 2.22434
O -1.59147 -1.05714 1.78716

Relative to the most stable structure, the computed energies are A 6.741; B 0.000, all in eV.